Here is 2 unconnected molecules or ions with the total composition C14H23ClF9O10PS3 at a distorted geometry from the OMol25 dataset. Energies are from ωB97M-V with the def2-TZVPD basis set.

Cartesian coordinates (Å):
C -4.727 0.082 0.731
C -3.469 -0.707 0.367
C -2.192 -0.086 0.973
C -0.885 -0.337 0.190
C -0.102 0.744 -0.659
C 1.326 0.169 -0.665
C 2.361 0.472 -1.753
C 3.567 1.271 -1.277
F 3.252 2.130 -0.276
F 4.101 1.986 -2.283
C 4.702 0.302 -0.783
F 4.154 -0.676 -0.086
F 5.251 -0.227 -1.856
S 6.101 1.028 0.304
F 6.375 -0.403 0.934
F 5.018 1.315 1.440
F 5.872 2.472 -0.312
F 7.208 0.749 -0.789
F 7.205 1.633 1.253
O -0.623 0.676 -2.046
S -1.889 1.618 -2.220
O -3.094 0.875 -2.321
O -1.591 2.598 -3.210
O -1.833 2.235 -0.742
C -0.422 2.226 -0.309
C 0.196 3.425 -1.108
O 1.215 3.099 -2.019
C 1.870 4.286 -2.443
P -0.276 2.898 1.497
O 1.268 3.413 1.458
Cl 0.066 1.274 2.725
H -4.633 0.480 1.751
H -4.893 0.932 0.064
H -5.623 -0.547 0.731
H -3.538 -1.711 0.796
H -3.376 -0.837 -0.708
H -2.360 0.966 1.218
H -2.063 -0.573 1.947
H -1.055 -1.158 -0.515
H -0.155 -0.690 0.918
H 1.743 0.319 0.335
H 1.142 -0.907 -0.732
H 1.939 0.948 -2.640
H 2.768 -0.486 -2.094
H -0.634 3.881 -1.656
H 0.566 4.201 -0.428
H 2.575 4.017 -3.229
H 2.427 4.744 -1.613
H 1.143 5.006 -2.839
H 1.939 2.720 1.543
O -1.147 -4.877 2.750
S -2.267 -4.679 1.903
O -2.285 -3.622 0.955
O -3.577 -4.610 2.811
C -4.538 -5.591 2.393
C -3.688 -6.717 1.838
O -2.633 -6.033 1.144
H -5.181 -5.151 1.628
H -5.133 -5.888 3.252
H -4.220 -7.347 1.132
H -3.253 -7.328 2.630

Calculated values
Gap between HOMO and LUMO (eV): 10.27
LUMO (eV): 0.40
Multiplicity: 1
HOMO energy (eV): -9.9
Structure (SMILES): CCCC[C@@]1(CCC(F)(F)C(F)(F)S(F)(F)(F)(F)F)OS(=O)(=O)O[C@@]1(COC)P(O)Cl.O=S1(=O)OCCO1
Energy (eV): -114137.22882